(1)
Below is a cluster of 3 separate species, C37H68O5 in total in a non-equilibrium geometry, with properties calculated with the ωB97M-V functional and the def2-TZVPD basis.

Properties
E_HOMO ... -0.322 Ha
E_tot ... -49709.12582 eV
M ... 592.946 g mol⁻¹

ORCA input file:
```
! wB97M-V def2-TZVPD RIJCOSX def2/J DEFGRID3
* xyz 0 1
C -1.049 -3.467 -1.374
C -2.468 -3.148 -0.857
C -3.107 -1.903 -1.521
C -3.867 -2.225 -2.854
C -2.900 -1.907 -4.020
O -2.927 -0.530 -4.356
C -3.660 -0.415 -5.524
O -4.042 0.626 -5.983
O -3.854 -1.647 -6.099
C -3.104 -2.618 -5.364
C -1.853 -3.187 -6.046
C -0.921 -2.078 -6.627
O 0.428 -2.251 -6.250
C 0.687 -1.638 -4.994
C 2.168 -1.869 -4.634
O 2.851 -0.686 -4.254
C 2.269 -0.085 -3.158
C 1.869 1.225 -3.162
C 1.260 1.799 -2.059
C 1.011 1.079 -0.903
C 0.325 1.649 0.360
C 1.100 1.016 1.576
C -1.115 1.086 0.447
C 0.470 3.189 0.525
C -0.729 4.084 0.109
C -1.866 4.144 1.186
C -1.285 3.824 -1.325
C -0.154 5.554 0.067
C 1.448 -0.244 -0.898
C 2.061 -0.809 -1.984
H -0.357 -2.623 -1.260
H -1.064 -3.810 -2.419
H -0.641 -4.304 -0.789
H -2.352 -2.903 0.211
H -3.123 -4.025 -0.926
H -2.270 -1.237 -1.791
H -3.733 -1.340 -0.820
H -4.158 -3.283 -2.834
H -4.744 -1.567 -2.934
H -1.952 -2.320 -3.650
H -3.790 -3.455 -5.165
H -1.314 -3.865 -5.373
H -2.229 -3.809 -6.871
H -0.947 -2.202 -7.718
H -1.316 -1.070 -6.430
H 0.057 -2.171 -4.254
H 0.378 -0.582 -4.953
H 2.650 -2.325 -5.507
H 2.197 -2.648 -3.858
H 2.021 1.812 -4.069
H 0.954 2.837 -2.150
H 2.170 1.239 1.489
H 0.736 1.528 2.482
H 0.872 -0.042 1.721
H -1.700 1.474 1.290
H -1.710 1.175 -0.468
H -1.019 0.003 0.639
H 0.766 3.477 1.545
H 1.318 3.493 -0.109
H -2.720 3.580 0.777
H -1.572 3.630 2.111
H -2.218 5.163 1.364
H -2.334 4.148 -1.339
H -0.762 4.495 -2.024
H -1.145 2.805 -1.687
H -0.209 5.942 1.097
H 0.914 5.565 -0.187
H -0.762 6.221 -0.554
H 1.306 -0.903 -0.046
H 2.401 -1.843 -1.959
C 6.585 -3.367 3.496
C 7.066 -2.215 2.619
C 6.277 -0.923 2.828
C 4.790 -1.009 2.481
C 4.484 -1.437 1.046
C 5.013 -0.465 -0.002
H 5.552 -3.640 3.273
H 7.202 -4.252 3.334
H 6.648 -3.102 4.554
H 7.034 -2.516 1.568
H 8.117 -2.019 2.849
H 6.743 -0.127 2.241
H 6.370 -0.617 3.875
H 4.336 -0.029 2.663
H 4.293 -1.700 3.169
H 3.398 -1.511 0.934
H 4.880 -2.438 0.853
H 4.593 0.533 0.146
H 4.734 -0.800 -1.002
H 6.101 -0.391 0.030
C -5.062 2.762 5.684
C -4.570 1.337 5.919
C -3.157 1.272 6.496
C -2.065 1.861 5.602
C -1.960 1.236 4.212
C -1.601 -0.246 4.240
H -4.446 3.288 4.953
H -6.086 2.754 5.306
H -5.053 3.334 6.614
H -4.628 0.771 4.985
H -5.252 0.844 6.618
H -2.918 0.229 6.726
H -3.140 1.800 7.455
H -1.103 1.751 6.114
H -2.223 2.938 5.493
H -1.186 1.769 3.653
H -2.892 1.378 3.657
H -0.650 -0.407 4.752
H -1.503 -0.632 3.222
H -2.367 -0.838 4.743
*
```

Löwdin atomic charge list, values in e, 8 entries:
1. C -0.10
2. C -0.24
3. C -0.19
4. C -0.09
5. C -0.28
6. O 0.09
7. C -0.51
8. O 0.16

***

(2)
Below is a structure of composition C8H6I2O3 in a non-equilibrium geometry, with properties calculated with the ωB97M-V functional and the def2-TZVPD basis.

Properties
E_HOMO (spin up / spin down) ... -0.279 / -0.279 Ha
E_tot ... -30733.67115 eV
M ... 403.941 g mol⁻¹

ORCA input file:
```
! wB97M-V def2-TZVPD RIJCOSX def2/J DEFGRID3
* xyz 0 1
C -1.286 0.805 -1.965
C -1.987 0.276 0.281
C 0.025 0.604 -1.604
C -0.693 -0.026 0.624
C -2.310 0.625 -1.035
C 0.335 0.055 -0.338
C 2.071 -1.437 2.167
C 2.788 -0.524 1.288
O 1.482 -1.068 3.148
O -3.614 0.783 -1.352
O 1.501 -0.497 -0.252
I 2.851 1.452 1.962
I 4.392 -1.255 0.191
H -1.525 1.102 -2.978
H -2.784 0.213 1.003
H 0.822 0.701 -2.324
H -0.454 -0.308 1.637
H 2.098 -2.489 1.839
H -3.714 0.988 -2.291
*
```

natural (NBO) atomic charge list, values in e, 8 entries:
1. C -0.29
2. C -0.26
3. C -0.21
4. C -0.24
5. C 0.30
6. C 0.27
7. C 0.28
8. C -0.29

***

(3)
Below is a cluster of 2 separate species, C23H35NO3 in total in a non-equilibrium geometry, with properties calculated with the ωB97M-V functional and the def2-TZVPD basis.

Properties
E_HOMO ... -0.156 Ha
E_tot ... -32046.72356 eV
M ... 373.537 g mol⁻¹

ORCA input file:
```
! wB97M-V def2-TZVPD RIJCOSX def2/J DEFGRID3
* xyz 0 1
C 3.992 -2.019 1.133
C 4.501 -2.758 -0.145
C 4.364 -1.798 -1.386
C 2.896 -1.625 -1.726
N 2.258 -2.740 -2.137
C 0.976 -2.736 -2.505
C 0.215 -1.596 -2.486
O -1.075 -1.675 -2.910
C -2.018 -1.639 -1.818
C -2.143 -3.015 -1.076
C -3.653 -3.200 -0.738
O -1.690 -4.094 -1.868
C 0.832 -0.418 -2.041
C 0.023 0.867 -1.991
C -0.236 1.329 -0.544
C 0.198 0.612 0.564
C -0.080 1.019 1.853
C -0.793 2.182 2.092
C -1.210 2.921 0.992
C -2.016 4.191 1.268
C -0.936 2.503 -0.296
C 2.194 -0.437 -1.654
C 2.881 0.846 -1.203
C 3.336 1.603 -2.505
H 2.944 -2.265 1.343
H 4.627 -2.346 1.964
H 4.060 -0.933 0.999
H 3.890 -3.638 -0.384
H 5.562 -2.992 -0.018
H 4.936 -2.173 -2.248
H 4.826 -0.848 -1.107
H 2.747 -3.625 -2.212
H 0.530 -3.670 -2.840
H -1.864 -0.805 -1.117
H -3.000 -1.460 -2.279
H -1.637 -2.942 -0.105
H -3.779 -3.644 0.258
H -4.170 -3.824 -1.476
H -4.160 -2.223 -0.696
H -1.957 -3.949 -2.784
H 0.499 1.653 -2.591
H -0.965 0.603 -2.391
H 0.768 -0.314 0.445
H 0.236 0.439 2.722
H -1.026 2.535 3.113
H -1.395 5.074 1.061
H -2.312 4.169 2.327
H -2.928 4.223 0.658
H -1.268 3.070 -1.171
H 2.189 1.494 -0.659
H 3.734 0.630 -0.558
H 4.349 1.320 -2.816
H 3.207 2.687 -2.424
H 2.657 1.269 -3.305
C -4.748 3.578 5.076
C -3.743 2.442 4.777
O -2.490 2.862 5.028
H -4.558 4.454 4.450
H -5.780 3.245 4.874
H -4.702 3.883 6.124
H -3.978 2.127 3.721
H -4.117 1.569 5.369
*
```

natural (NBO) atomic charge list, values in e, 8 entries:
1. C -0.62
2. C -0.38
3. C -0.45
4. C 0.26
5. N -0.43
6. C 0.05
7. C 0.24
8. O -0.51

***

(4)
Below is a cluster of 2 separate species, C4H8O in total in a non-equilibrium geometry, with properties calculated with the ωB97M-V functional and the def2-TZVPD basis.

Properties
E_HOMO ... -0.328 Ha
E_tot ... -6322.83366 eV
M ... 72.107 g mol⁻¹

ORCA input file:
```
! wB97M-V def2-TZVPD RIJCOSX def2/J DEFGRID3
* xyz 0 1
C -1.955 -0.688 1.302
C -2.182 0.605 1.058
O -1.169 1.452 0.722
H -2.759 -1.411 1.282
H -1.033 -0.936 1.814
H -3.167 1.000 0.861
H -0.345 1.017 0.987
C 1.946 -0.752 -1.063
C 2.191 0.435 -1.577
H 1.202 -1.460 -1.405
H 2.740 -1.289 -0.549
H 1.464 1.023 -2.128
H 3.069 1.003 -1.304
*
```

natural (NBO) atomic charge list, values in e, 8 entries:
1. C -0.56
2. C 0.17
3. O -0.67
4. H 0.21
5. H 0.19
6. H 0.18
7. H 0.48
8. C -0.40

***

(5)
Below is a cluster of 2 separate species, C3H7BO2 in total in a non-equilibrium geometry, with properties calculated with the ωB97M-V functional and the def2-TZVPD basis.

Properties
E_HOMO ... -0.282 Ha
E_tot ... -7991.53709 eV
M ... 85.899 g mol⁻¹

ORCA input file:
```
! wB97M-V def2-TZVPD RIJCOSX def2/J DEFGRID3
* xyz 0 1
B 1.916 0.006 0.099
C 1.035 0.964 -0.494
C -1.536 -0.045 1.063
C -1.829 0.244 -0.347
O -0.725 -0.963 1.265
O 2.630 -0.961 0.590
H 0.528 1.753 0.105
H 1.156 1.056 -1.582
H -1.044 -0.193 -0.942
H -2.779 -0.138 -0.393
H -1.700 1.327 -0.294
H -0.286 -1.173 0.354
H 2.634 -1.877 0.576
*
```

natural (NBO) atomic charge list, values in e, 8 entries:
1. B 1.03
2. C -1.19
3. C 0.29
4. C -0.78
5. O -0.63
6. O -0.89
7. H 0.26
8. H 0.26

***

(6)
Below is a structure of composition C33H47CeN6OSSi, with properties calculated with the ωB97M-V functional and the def2-TZVPD basis.

Properties
E_HOMO (spin up / spin down) ... -0.452 / -0.452 Ha
⟨S²⟩ ... 0.751
E_tot ... -77605.34410 eV
M ... 744.049 g mol⁻¹

ORCA input file:
```
! wB97M-V def2-TZVPD RIJCOSX def2/J DEFGRID3
* xyz 2 2
Ce 0.823 0.216 0.226
N -0.707 1.701 1.780
C -0.078 1.964 3.096
C 1.328 2.495 2.892
N 2.224 1.518 2.223
C 2.735 0.554 3.231
C 2.949 -0.866 2.731
N 1.701 -1.396 2.141
C 3.338 2.266 1.589
C 4.187 1.435 0.646
N 3.346 0.806 -0.404
H -0.928 2.586 1.333
H -1.598 1.234 1.916
H -0.071 1.028 3.659
H -0.638 2.693 3.683
H 1.751 2.815 3.851
H 1.268 3.381 2.260
H 2.013 0.506 4.048
H 3.669 0.927 3.665
H 3.288 -1.462 3.581
H 3.724 -0.918 1.970
H 0.993 -1.477 2.868
H 1.856 -2.349 1.822
H 3.986 2.707 2.355
H 2.903 3.089 1.021
H 4.723 0.653 1.179
H 4.944 2.091 0.214
H 3.895 0.105 -0.894
H 3.145 1.510 -1.112
C 1.380 -2.648 -1.098
Si 0.454 -1.830 -2.553
C 1.430 -2.164 -4.096
C -1.216 -2.666 -2.700
N 0.389 -0.184 -2.023
C -0.199 0.848 -2.757
C -0.877 0.667 -3.972
C -1.440 1.723 -4.668
C -1.353 3.016 -4.173
C -0.690 3.237 -2.976
C -0.129 2.170 -2.303
O 0.548 2.377 -1.055
C 1.208 3.608 -0.939
C 0.733 4.558 -0.055
C 1.443 5.741 0.117
C 2.607 5.966 -0.605
C 3.047 5.018 -1.522
C 2.344 3.834 -1.697
H 1.892 -3.540 -1.471
H 0.721 -2.974 -0.286
H 2.171 -1.999 -0.698
H 1.445 -3.240 -4.293
H 2.465 -1.821 -4.004
H 0.997 -1.675 -4.973
H -1.135 -3.727 -2.445
H -1.587 -2.612 -3.727
H -1.985 -2.212 -2.064
H -0.958 -0.337 -4.375
H -1.947 1.535 -5.605
H -1.788 3.848 -4.710
H -0.604 4.241 -2.580
H -0.203 4.395 0.465
H 1.073 6.493 0.802
H 3.155 6.890 -0.476
H 3.934 5.206 -2.113
H 2.648 3.115 -2.451
N -1.169 -1.057 0.743
S -2.366 -1.557 1.696
C -2.108 -3.278 2.055
C -1.791 -3.610 3.365
C -1.468 -4.929 3.664
C -1.463 -5.883 2.657
C -1.788 -5.535 1.349
C -2.114 -4.225 1.037
C -3.839 -1.620 0.684
C -3.897 -0.806 -0.440
C -5.052 -0.815 -1.211
C -6.124 -1.619 -0.851
C -6.053 -2.419 0.283
C -4.907 -2.425 1.063
H -1.220 -1.580 -0.135
H -1.823 -2.857 4.145
H -1.233 -5.208 4.683
H -1.216 -6.911 2.892
H -1.800 -6.288 0.571
H -2.388 -3.952 0.024
H -3.054 -0.188 -0.719
H -5.109 -0.191 -2.094
H -7.021 -1.626 -1.456
H -6.891 -3.044 0.561
H -4.849 -3.047 1.947
*
```

Löwdin atomic charge list, values in e, 8 entries:
1. Ce 1.15
2. N -0.03
3. C -0.19
4. C -0.17
5. N -0.21
6. C -0.15
7. C -0.20
8. N -0.04